{
  "formula": "C27H33N4O2",
  "method": "ωB97M-V with the def2-TZVPD basis set",
  "total_charge": 1,
  "homo_lumo_gap_ev": 5.526,
  "mol_weight_g_mol": 445.6,
  "energy_ha": -1417.8731,
  "symbols": ["C", "H", "H", "C", "C", "H", "C", "H", "H", "C", "H", "H", "H", "C", "C", "H", "H", "H", "C", "H", "C", "H", "N", "N", "C", "C", "C", "H", "C", "H", "H", "H", "H", "O", "C", "H", "C", "C", "H", "H", "H", "C", "H", "C", "N", "H", "H", "H", "C", "C", "H", "H", "C", "H", "C", "H", "C", "H", "C", "H", "H", "C", "N", "O", "C", "C"],
  "coordinates": [[1.363, -1.879, -3.929], [-3.568, 3.842, 1.648], [3.304, -5.084, -0.302], [2.047, -1.481, -1.516], [2.356, -1.137, -4.573], [2.429, -0.975, 2.541], [2.875, -4.494, 0.510], [0.117, -2.155, -2.192], [3.634, -0.978, -6.298], [-4.496, 4.495, -0.188], [0.920, -4.344, -6.235], [0.490, -0.452, -2.570], [2.882, -2.688, 2.649], [-0.457, 1.920, 3.052], [2.664, -2.867, -1.320], [3.619, -4.367, 1.307], [-2.336, 2.078, 0.649], [-4.100, 2.953, -3.066], [0.533, 0.403, 1.355], [0.702, -0.317, 2.150], [1.318, -3.436, -5.781], [-4.529, 5.591, -0.091], [1.609, -1.139, -0.156], [-3.048, 2.567, 0.119], [0.816, -3.005, -4.552], [-0.684, 1.304, 5.413], [0.908, -1.472, -2.543], [-3.166, 1.154, -1.367], [2.845, -1.554, -5.814], [0.019, -3.552, -4.042], [-0.564, 0.569, 6.212], [-0.982, 3.977, 2.606], [-2.443, 4.573, 0.467], [-4.361, 4.277, -1.589], [-1.210, 2.570, 5.707], [-2.125, 2.547, -1.796], [-1.615, 2.878, 7.049], [-0.932, 3.217, 3.389], [2.015, -5.027, 0.936], [-5.416, 4.028, 0.215], [0.795, -3.568, 2.134], [-0.123, 1.584, 1.693], [-5.145, 2.328, -1.708], [-0.305, 0.985, 4.118], [-1.952, 3.110, 8.146], [2.841, -0.785, -1.851], [2.720, -3.040, -7.383], [-0.086, -3.202, 0.619], [1.835, -2.210, 0.827], [-4.241, 2.912, -1.974], [0.101, -0.012, 3.934], [-1.710, 4.520, 4.923], [1.018, 0.045, 0.103], [-0.041, -2.015, 1.943], [-3.315, 3.906, 0.582], [-0.287, 2.334, 0.912], [2.791, -1.831, 1.969], [2.751, -0.245, -4.080], [-1.323, 3.527, 4.684], [0.932, 0.722, -0.753], [3.783, -1.593, 1.566], [0.537, -2.778, 1.418], [2.466, -3.214, -0.013], [3.246, -3.552, -2.158], [2.331, -2.707, -6.419], [-3.054, 2.240, -1.287]],
  "forces_ev_per_a": [[0.0, 0.0, -0.1], [0.0, 0.2, -0.1], [-0.1, 0.2, 0.1], [0.8, -0.1, -0.6], [-0.1, -0.4, -0.2], [0.2, -0.2, 0.0], [0.0, -0.3, 0.5], [0.2, 0.2, -0.1], [-0.2, -0.2, 0.1], [0.0, -0.2, -0.1], [0.1, 0.3, 0.1], [0.0, -0.3, 0.0], [0.0, 0.3, -0.2], [-0.4, 0.2, 1.4], [0.9, -1.0, -0.7], [0.0, -0.1, -0.3], [-0.4, 0.2, -0.2], [-0.2, -0.3, 0.4], [-1.0, 1.0, 1.6], [-0.1, 0.4, -0.3], [0.0, 0.2, 0.0], [-0.1, -0.5, 0.2], [-1.2, 2.7, 0.3], [-0.3, -0.8, 0.6], [0.3, 0.1, 0.1], [0.2, -0.2, -0.1], [-0.5, 0.0, 0.0], [0.1, 0.1, -0.2], [-0.2, 0.0, 0.2], [0.3, 0.0, -0.2], [-0.1, 0.3, -0.3], [-0.1, -0.2, 0.2], [0.0, 0.1, 0.0], [0.0, -0.2, 0.2], [0.1, 0.0, -0.7], [0.0, 0.0, -0.1], [-0.8, 0.5, 2.5], [0.1, -0.5, -0.4], [0.2, 0.0, -0.2], [0.1, 0.2, -0.4], [-0.1, 0.2, -0.2], [1.6, -1.0, -0.8], [0.1, 0.4, -0.2], [-0.2, 0.3, -0.3], [0.8, -0.5, -2.6], [-0.3, -0.3, 0.3], [-0.1, 0.1, 0.3], [0.1, 0.1, 0.2], [0.2, -1.1, 0.6], [0.0, 0.1, 0.2], [-0.2, 0.3, 0.1], [0.2, -0.3, -0.1], [0.9, -1.9, -1.2], [0.0, -0.3, 0.0], [0.3, 0.3, -0.2], [0.0, -0.1, 0.2], [0.2, 0.3, -0.2], [0.0, -0.2, -0.3], [0.1, 0.1, 0.2], [0.0, -0.2, 0.2], [-0.2, 0.0, 0.1], [-0.3, 0.0, -0.3], [0.0, 0.2, -0.6], [-1.1, 1.2, 1.2], [-0.1, 0.0, 0.3], [0.2, 0.4, -0.2]]
}